No. 1
19
Properties=species:S:1:pos:R:3 method="wB97M-V/def2-TZVPD" spin_multiplicity=1 max_force_ev_per_a=4.34 homo_lumo_gap_ev=8.7 smiles="CS/C=C(/CN)CS" e_above_lowest_kcal_mol=69.5 homo_ev=-8.038
C 1.721 2.158 -1.852
C 0.428 0.217 -0.498
C -0.617 -0.410 0.155
C -0.152 -1.057 1.435
C -2.071 -0.277 -0.054
H 1.494 2.712 -2.865
H 1.628 2.910 -1.009
H 2.726 1.646 -1.818
H 1.392 0.083 -0.118
H -0.403 -2.201 1.421
H -0.824 -0.746 2.167
H 1.203 0.116 2.656
H 1.499 -1.731 2.468
H -2.373 0.626 -0.618
H -2.395 -0.236 0.971
H -1.922 -2.406 -1.619
N 1.329 -0.733 1.923
S 0.334 1.121 -2.059
S -2.998 -1.790 -0.686

***

No. 2
61
Properties=species:S:1:pos:R:3 method="wB97M-V/def2-TZVPD" total_charge=+1 spin_multiplicity=2 max_force_ev_per_a=2.28 homo_lumo_gap_ev="6.4 / 6.0" homo_ev="-8.787 / -8.490"
Fe 0.005 -0.452 0.630
C 0.750 -1.224 -2.241
C 1.492 -2.347 -1.505
S 1.410 -2.335 0.330
C 2.789 -1.226 0.876
C 2.564 -0.627 2.274
S 0.896 0.061 2.705
C 0.931 1.868 2.399
C -0.435 2.394 1.905
S -1.435 1.249 0.856
C -1.386 1.885 -0.864
C -1.417 0.754 -1.927
S -0.848 -0.923 -1.407
H 0.576 -1.521 -3.277
H 1.334 -0.312 -2.210
H 2.534 -2.376 -1.824
H 1.053 -3.314 -1.751
H 2.930 -0.465 0.118
H 3.725 -1.789 0.920
H 3.337 0.119 2.460
H 2.683 -1.403 3.031
H 1.709 2.054 1.670
H 1.178 2.382 3.329
H -0.302 3.346 1.389
H -1.089 2.579 2.756
H -0.487 2.481 -0.962
H -2.250 2.531 -1.015
H -0.831 1.060 -2.795
H -2.437 0.594 -2.270
C -3.597 -1.813 -0.175
C -3.019 -2.941 0.639
C -3.628 -4.187 0.629
C -3.171 -5.234 1.412
C -2.102 -5.007 2.269
C -1.471 -3.777 2.334
C -0.409 -3.522 3.367
C -1.895 -2.726 1.469
N -1.287 -1.524 1.546
H -4.667 -1.959 -0.320
H -3.143 -1.741 -1.171
H -3.460 -0.857 0.334
H -4.495 -4.329 -0.007
H -3.662 -6.197 1.385
H -1.762 -5.798 2.929
H -0.142 -4.444 3.884
H -0.763 -2.803 4.111
H 0.505 -3.110 2.939
C 2.094 5.473 -1.431
N 1.878 4.126 -0.903
C 1.792 2.967 -1.569
S 1.996 1.504 -0.703
N 1.569 2.918 -2.887
C 1.031 3.941 -3.783
H 2.250 6.131 -0.581
H 1.230 5.836 -1.979
H 2.981 5.513 -2.064
H 2.152 3.986 0.056
H 1.546 1.973 -3.231
H 1.708 4.782 -3.899
H 0.058 4.296 -3.441
H 0.907 3.480 -4.758

***

No. 3
67
Properties=species:S:1:pos:R:3 method="wB97M-V/def2-TZVPD" spin_multiplicity=1 max_force_ev_per_a=5.71 homo_lumo_gap_ev=7.0 e_above_lowest_kcal_mol=18.8 homo_ev=-7.293
Zn 10.293 7.669 10.056
O 13.398 7.663 6.013
As 13.189 8.074 7.752
O 14.366 7.534 8.682
O 11.545 6.737 7.754
C 12.910 9.973 7.280
C 13.629 10.496 6.219
C 13.701 11.876 6.071
C 12.988 12.747 6.873
C 12.196 12.218 7.891
C 12.160 10.837 8.092
S 11.192 10.096 9.357
O 10.782 11.128 10.276
O 12.062 9.090 9.945
O 10.088 9.377 8.690
H 13.987 6.879 5.963
H 14.126 9.798 5.527
H 14.315 12.285 5.252
H 13.042 13.838 6.688
H 11.630 12.869 8.570
O 6.840 13.191 7.107
C 6.631 12.915 8.464
N 6.963 11.563 8.908
C 5.946 10.587 8.933
O 4.763 10.866 8.760
C 6.467 9.197 9.224
C 5.721 8.094 8.777
C 6.241 6.822 8.969
C 7.471 6.674 9.584
N 8.175 7.728 10.017
C 7.626 8.953 9.927
H 6.292 12.567 6.590
H 5.596 13.094 8.806
H 7.309 13.595 9.020
H 7.858 11.217 8.553
H 4.767 8.278 8.273
H 5.752 5.904 8.638
H 7.908 5.677 9.728
H 8.162 9.752 10.421
C 12.537 11.045 14.612
C 11.898 10.856 13.264
O 10.786 9.918 13.453
P 10.271 8.733 12.477
O 11.506 7.718 12.364
C 12.055 7.045 13.516
C 13.551 7.176 13.391
O 9.249 7.866 13.379
C 7.894 8.339 13.735
C 7.644 7.761 15.100
H 13.375 11.770 14.520
H 12.932 10.107 15.052
H 11.829 11.469 15.359
H 12.594 10.435 12.506
H 11.479 11.790 12.852
H 11.703 5.991 13.480
H 11.643 7.512 14.428
H 13.897 6.756 12.421
H 14.085 6.663 14.218
H 13.860 8.239 13.414
H 7.208 7.973 12.961
H 7.883 9.434 13.727
H 7.866 6.682 15.130
H 6.600 7.935 15.389
H 8.312 8.247 15.840
N 10.618 5.021 9.081
C 11.031 6.194 8.793
H 10.737 4.383 8.281

***

No. 4
66
Properties=species:S:1:pos:R:3 method="wB97M-V/def2-TZVPD" total_charge=-2 spin_multiplicity=1 max_force_ev_per_a=1.57 homo_lumo_gap_ev=5.1 e_above_lowest_kcal_mol=5.6 homo_ev=-0.803
Pd 1.033 0.870 -2.303
O -5.205 0.380 -5.557
C -4.115 0.561 -5.035
S -3.488 2.108 -4.502
C -1.932 1.572 -3.857
C -1.716 0.251 -3.965
S -0.292 -0.674 -3.437
S -2.970 -0.735 -4.707
S -0.918 2.789 -3.139
O 4.505 2.972 -2.967
Se 3.698 1.552 -2.807
O 2.698 1.658 -1.339
O 2.322 1.618 -3.822
O 3.331 -0.738 -0.127
C 0.887 2.539 3.580
C 2.200 1.977 3.016
C 2.048 1.448 1.575
C 0.627 0.897 1.349
C -0.378 2.083 1.451
C 0.081 3.164 2.449
P 0.334 0.033 -0.232
C -1.482 -0.371 -0.239
C -2.427 0.763 -0.684
C -3.764 0.166 -1.158
C -4.176 -1.067 -0.327
C -3.587 -0.974 1.078
C -2.052 -1.070 1.020
C 1.050 -1.671 -0.121
C 0.963 -2.409 1.243
C 2.315 -2.501 1.951
C 3.324 -3.293 1.104
C 3.099 -3.074 -0.406
C 2.479 -1.724 -0.694
H 1.085 3.260 4.378
H 0.294 1.733 4.031
H 2.573 1.179 3.667
H 2.960 2.764 3.022
H 2.796 0.686 1.384
H 2.237 2.231 0.839
H 0.411 0.156 2.124
H -1.357 1.708 1.754
H -0.507 2.534 0.464
H -0.791 3.697 2.832
H 0.701 3.905 1.935
H -1.487 -1.079 -1.071
H -1.981 1.346 -1.487
H -2.609 1.453 0.143
H -3.681 -0.102 -2.213
H -4.542 0.932 -1.088
H -3.806 -1.982 -0.806
H -5.264 -1.159 -0.287
H -3.980 -1.761 1.728
H -3.886 -0.020 1.528
H -1.776 -2.127 1.002
H -1.627 -0.654 1.941
H 0.425 -2.186 -0.854
H 0.590 -3.427 1.065
H 0.236 -1.942 1.904
H 2.196 -2.966 2.932
H 2.697 -1.490 2.116
H 3.241 -4.362 1.332
H 4.339 -2.993 1.374
H 2.429 -3.841 -0.808
H 4.044 -3.152 -0.945
H 2.392 -1.570 -1.763
H 3.157 0.129 -0.564